9
Properties=species:S:1:pos:R:3:forces:R:3:lowdin_charge:R:1 method="wB97M-V/def2-TZVPD" de_lowest_ev=0.000 orbital_gap_ev=7.0 charge=-2
Hg -9.438120 13.674120 6.145380 -0.39 -1.02 0.12 0.130
I -7.639420 13.518410 8.302910 0.30 0.17 0.02 -0.392
I -11.585320 14.813730 7.654280 0.34 -0.15 -0.52 -0.333
I -8.661850 11.236850 4.703560 -0.25 0.83 0.41 -0.299
Cl -11.245740 14.008090 2.478910 -3.00 -2.28 -5.62 0.510
O -10.400740 14.334150 1.425420 2.86 0.44 -3.56 -0.382
O -11.555260 12.568600 2.320400 -0.66 1.76 1.14 -0.406
O -10.611290 14.327090 3.615550 3.66 0.49 7.93 -0.449
O -12.330330 14.923620 2.364220 -2.86 -0.25 0.09 -0.380

---

5
Properties=species:S:1:pos:R:3:forces:R:3:lowdin_charge:R:1 method="wB97M-V/def2-TZVPD" smiles="O=[P@]([O-])(Cl)I" de_lowest_ev=3.228 orbital_gap_ev=7.4 charge=-1
O 0.449689 -0.175703 1.558988 0.85 -0.33 3.25 -0.520
O 0.881503 -1.128716 -1.285071 -2.37 4.03 5.27 -0.728
P 0.197380 0.000110 0.167118 1.50 -6.98 -7.35 -0.318
Cl 0.692518 1.754592 -0.405280 0.36 2.95 -0.94 0.306
I -2.221092 -0.450283 -0.035755 -0.34 0.34 -0.22 0.259

---

5
Properties=species:S:1:pos:R:3:forces:R:3:lowdin_charge:R:1 method="wB97M-V/def2-TZVPD" de_lowest_ev=2.405 orbital_gap_ev="6.0 / 3.9" charge=-1
O -1.844217 0.438443 1.015279 0.02 0.33 1.95 -0.392
O -0.728072 0.901941 -1.200534 1.30 0.41 -0.61 -0.379
P -0.725882 0.253734 0.105102 -1.29 -1.92 -1.63 0.228
Cl -0.532495 -1.866154 -0.108079 0.43 1.17 0.21 0.168
I 3.830665 0.272038 0.188231 -0.46 0.01 0.07 -0.626

---

2
Properties=species:S:1:pos:R:3:forces:R:3:lowdin_charge:R:1 method="wB97M-V/def2-TZVPD" orbital_gap_ev=6.8 charge=+2
In -0.544853 0.930579 0.435483 0.51 -0.88 -0.41 1.590
Cl 0.544853 -0.930579 -0.435483 -0.51 0.88 0.41 0.410

---

7
Properties=species:S:1:pos:R:3:forces:R:3:lowdin_charge:R:1 method="wB97M-V/def2-TZVPD" de_lowest_ev=1.536 orbital_gap_ev=10.3
N 1.502694 0.268833 -0.045856 -0.77 0.46 -0.73 -0.434
O 0.249242 -0.416084 0.170487 -0.80 -1.24 0.85 -0.343
O 1.558042 1.302788 0.508644 0.28 0.79 0.45 0.161
O 2.275612 -0.313925 -0.721928 0.07 -0.39 -0.05 0.163
O -1.955734 -1.464589 0.647448 -0.06 -0.16 1.02 -0.417
S -1.383431 -0.632634 -0.338134 0.96 0.54 -1.87 0.648
Cl -2.246422 1.255608 -0.220660 0.31 -0.01 0.33 0.222

---

8
Properties=species:S:1:pos:R:3:forces:R:3:lowdin_charge:R:1 method="wB97M-V/def2-TZVPD" smiles="O=[N+]([O-])S(=O)(=O)OCl" de_lowest_ev=1.077 orbital_gap_ev="8.4 / 8.4"
N -1.131305 -0.709465 -0.330070 1.88 0.39 0.47 -0.381
O -2.042179 -0.919765 0.402215 -0.25 -0.61 -1.15 0.128
O -0.697757 -1.109845 -1.379005 -1.41 0.24 1.30 0.098
O -0.286743 0.668255 1.946408 0.38 -0.31 0.06 -0.237
O -0.044184 1.773364 -0.256245 0.24 1.72 -1.32 -0.255
O 1.854328 -0.228430 0.311200 -3.06 1.21 0.91 -0.772
S 0.032166 0.654810 0.568329 1.99 -2.78 0.10 0.798
Cl 2.315672 -0.128925 -1.262829 0.23 0.14 -0.36 0.622

---

Ordered electronic energy results: -49186.2959 -34009.0960 -34009.9191 -17670.7070 -33032.2138 -35077.7833; unit eV.